No. 1
Entry from the OMol25 dataset: a molecular structure, C33H57B2Br2F3I2N13O9P2 in a non-equilibrium geometry (the ωB97M-V functional and the def2-TZVPD basis).

The geometry in XYZ format:
```
123
Properties=species:S:1:pos:R:3:forces:R:3
C 4.0091 -3.8057 0.9628 1.0077 0.5059 1.0822
N 4.1437 -2.4640 0.3082 -0.8922 -0.9876 -0.4328
C 3.0680 -2.2886 -0.7085 1.4942 -2.7772 -0.5358
N 2.2888 -1.0955 -0.6691 -0.5314 1.2476 -0.1293
C 1.9322 -0.3037 -1.7983 0.4391 -0.6840 0.8594
N 0.8634 -0.7565 -2.4490 1.1734 0.7302 -1.4763
B 0.1908 -0.0319 -3.5805 -1.3946 1.1837 -1.8163
O 0.6615 -0.1691 -4.8913 0.0749 -0.4480 1.9474
O -0.9370 0.7512 -3.3780 1.4330 -1.4906 0.6247
P 0.0077 -2.3121 -1.9997 -0.0536 -0.4844 1.0242
O 0.9319 -3.5695 -2.6629 -0.3818 1.8689 -0.2307
Br -2.0020 -2.4961 -3.0450 5.0568 2.6737 0.7579
N 2.5890 0.8944 -1.9859 0.3670 -1.5058 1.4605
C 3.1127 1.2765 -3.2834 -1.4214 0.6812 -2.9813
C 2.3528 2.4585 -4.0718 1.3916 0.5013 -0.7861
C 3.3542 3.6002 -4.5330 -1.1319 0.0425 -0.3612
Br 0.8802 3.3102 -3.1227 0.1848 -0.2621 -0.1303
C 3.4036 1.3240 -0.7833 1.0066 0.1523 0.5809
I 3.7975 3.4956 -0.8848 -0.3278 -0.4677 -0.0922
B 4.9504 0.7731 -0.8356 1.6230 0.3832 -0.1323
O 5.3378 -0.4282 -1.4639 -1.0548 0.8800 -0.3297
O 6.0054 1.5574 -0.3598 -1.3614 -1.8239 0.2581
C 7.1143 0.7291 0.0629 1.6104 -0.1296 0.3431
C 2.6943 0.9701 0.6063 -0.7265 -0.0340 0.4388
I 4.1886 0.4701 2.1590 0.1092 0.5484 -0.4940
C 1.7270 2.0974 1.1343 -0.9660 -0.8886 0.9056
P 2.3007 3.1915 2.5110 0.6124 3.0614 1.3724
O 3.6438 3.8200 2.3809 -0.6491 -0.9297 -0.1835
O 2.1182 2.4889 4.0047 -0.5448 0.3301 -2.0392
O 1.2050 4.4428 2.5248 0.7222 -1.7747 -0.0815
C 1.8175 -0.3813 0.4974 -0.0115 1.7587 0.4827
C 1.5997 -1.1503 1.8264 -2.1714 -1.2147 -0.0374
C 0.2479 -1.9773 1.6371 1.5147 -0.6246 -1.0610
O -0.1795 -2.5891 2.8498 -0.7132 0.7451 -0.3613
C -1.5138 -2.2867 3.1850 -0.8445 0.1213 1.3702
C -2.2943 -3.5474 3.7259 0.2120 1.2891 -1.8000
F -1.9342 -4.6250 2.9817 -0.3040 0.2739 1.1914
F -2.1535 -3.7489 5.0439 -0.1321 -0.3614 -1.0439
F -3.6250 -3.3119 3.4419 0.8536 -0.4292 0.7579
H 2.9729 -4.0122 1.3047 0.6141 0.0407 -0.5055
H 4.4597 -4.6222 0.3492 -0.7748 0.3625 0.3239
H 4.6351 -3.7435 1.8922 -0.5374 -0.2085 -0.6900
H 5.0454 -2.5419 -0.1658 -0.3493 0.7896 0.1120
H 3.5822 -2.4187 -1.7043 -0.8645 0.5418 0.4918
H 2.4327 -3.2163 -0.6139 0.1809 0.9980 -0.0663
H 1.4033 -0.7924 -4.8167 -0.2521 0.2262 -0.6688
H -1.1494 0.6705 -2.4304 -0.3389 0.4279 -0.3643
H 1.7476 -3.2195 -3.0636 -0.3117 -0.3843 -0.0382
H 3.0035 0.3984 -3.9783 0.1278 0.6015 0.7650
H 4.1784 1.5735 -3.3915 -0.4997 -0.4177 1.2751
H 1.9467 2.0522 -5.0296 0.0314 0.0983 1.1015
H 4.3299 3.1953 -4.8835 -0.6273 0.2025 0.2922
H 2.8394 4.0945 -5.3974 0.6504 -0.3396 0.6275
H 3.4876 4.3894 -3.7672 0.1136 -0.7260 -0.3654
H 4.7576 -0.6067 -2.2207 0.1658 -0.2168 0.4244
H 7.7272 0.4381 -0.8231 -0.5877 0.0334 0.6252
H 7.7988 1.3019 0.7414 -1.1463 -0.5283 -1.0035
H 6.7954 -0.1734 0.6409 -0.0162 0.6038 -0.7007
H 0.8317 1.5732 1.5786 0.7332 0.4070 -0.2956
H 1.2827 2.7271 0.3192 0.6802 -0.3308 0.6728
H 1.9346 3.1913 4.6561 -0.0587 -0.1077 -0.2356
H 1.7172 5.2660 2.4051 -0.1878 -0.2888 -0.1663
H 0.7889 0.0009 0.2133 0.7944 -0.3069 0.2469
H 1.3904 -0.4951 2.7097 0.6100 -0.1747 -0.9204
H 2.3590 -1.9119 2.0863 -0.1092 0.8957 -0.2104
H 0.4994 -2.8148 0.9284 -0.3987 0.6644 0.4555
H -0.5204 -1.3591 1.1181 0.2254 -0.3447 0.7096
H -2.1390 -1.8894 2.3551 0.6396 -0.4202 0.2339
H -1.5681 -1.5263 4.0104 0.1407 -0.5429 -0.6027
C -5.5842 -1.6919 -0.4050 0.5303 0.5544 -0.0257
C -4.5525 -0.6307 -0.4592 -0.5510 -0.5343 0.0502
N -3.7535 0.1919 -0.5005 0.1997 0.0855 -0.0298
H -5.1256 -2.6475 -0.1625 -0.0124 0.0704 -0.0242
H -6.3222 -1.4485 0.3578 0.0342 -0.0282 -0.0269
H -6.0825 -1.7715 -1.3691 0.0449 -0.0138 0.0472
C -2.1845 5.9117 4.1951 0.7140 -0.0253 0.3975
C -0.8869 5.6608 4.8597 -0.6957 0.2121 -0.4213
N 0.1243 5.4661 5.3627 0.2810 -0.0791 0.1188
H -2.1117 6.7971 3.5648 0.0071 -0.0489 0.0088
H -2.4539 5.0599 3.5792 0.0898 0.0489 0.0516
H -2.9594 6.0695 4.9421 0.0228 -0.0465 -0.0569
C -3.5689 2.8767 -2.8141 0.3001 0.2780 0.2401
C -2.6963 3.6726 -1.9248 -0.4684 -0.4543 -0.4871
N -2.0182 4.2900 -1.2361 0.1331 0.0032 0.1308
H -3.2904 3.0475 -3.8533 0.0256 0.0198 0.0560
H -3.4618 1.8176 -2.5849 -0.0161 0.0589 0.0383
H -4.6083 3.1695 -2.6700 0.0497 0.0118 0.0153
C 1.9013 8.6711 3.3173 -0.0325 -0.2387 -0.4109
C 1.8788 7.9163 2.0457 0.0162 0.4268 0.7175
N 1.8615 7.3292 1.0604 0.0234 -0.1970 -0.0610
H 1.3729 8.1110 4.0888 0.0253 -0.0292 -0.0447
H 2.9312 8.8299 3.6341 -0.0337 -0.0263 -0.0398
H 1.4166 9.6371 3.1818 0.0192 -0.0465 -0.0359
C -5.2357 -5.8415 -3.1235 0.3735 0.3302 0.0276
C -4.1952 -4.7987 -3.1585 -0.6035 -0.6637 0.1051
N -3.3791 -3.9924 -3.1857 -4.3934 -3.2338 -0.9281
H -4.7885 -6.8043 -2.8841 0.0052 0.0664 -0.0838
H -5.9776 -5.5933 -2.3654 0.1007 0.0881 -0.0115
H -5.7245 -5.9087 -4.0946 0.0894 -0.0279 0.0147
C -8.9863 -6.0491 -0.4732 0.3385 0.3483 -0.0229
C -7.9403 -5.0062 -0.5305 -0.6133 -0.5411 0.0782
N -7.1300 -4.1960 -0.5748 0.0202 -0.0797 -0.0606
H -8.5360 -7.0105 -0.2295 0.0085 0.0553 -0.0068
H -9.7196 -5.7944 0.2907 0.0536 0.0214 -0.0236
H -9.4867 -6.1235 -1.4379 0.0411 0.0274 0.0286
C -4.9465 -10.5186 -1.8444 -0.2195 0.3020 -0.3376
C -5.5797 -9.6004 -2.8156 0.3219 -0.5607 0.4996
N -6.0707 -8.8916 -3.5713 -0.0573 0.1368 -0.0248
H -3.8652 -10.3893 -1.8645 -0.0476 0.0037 -0.0236
H -5.3129 -10.3056 -0.8411 -0.0016 0.0004 -0.0514
H -5.1871 -11.5495 -2.1005 -0.0054 0.0563 -0.0153
C -4.9842 2.9118 1.7993 0.0541 0.4112 0.3070
C -4.8860 4.1237 2.6408 -0.1470 -0.6505 -0.4908
N -4.8098 5.0646 3.2906 -0.2169 0.0437 0.0057
H -4.0370 2.3739 1.8127 -0.0312 0.0414 -0.0398
H -5.7702 2.2608 2.1803 0.0229 0.0531 0.0160
H -5.2191 3.1929 0.7737 0.0440 0.0136 0.0464
C 7.2500 3.9552 2.9089 0.2663 -0.2501 -0.3801
C 8.2276 3.2349 2.0651 -0.3621 0.5679 0.5091
N 8.9797 2.6751 1.4036 0.2977 0.3399 0.2443
H 7.1111 3.4230 3.8490 0.0104 0.0017 -0.0496
H 7.6136 4.9605 3.1182 0.0338 -0.0546 -0.0238
H 6.2912 4.0211 2.3917 -0.0090 -0.0642 0.0389
```
Forces are in eV/Å.

## Properties
Charge   +1
2S+1   1
E_HOMO   -0.397 Ha
E_tot   -257308.962 eV
Lowest unoccupied orbital energy   -0.1188 Eh

---

No. 2
Entry from the OMol25 dataset: 2 unconnected molecules or ions with the total composition C4H12O4 in a non-equilibrium geometry (the ωB97M-V functional and the def2-TZVPD basis).

The geometry in XYZ format:
```
20
Properties=species:S:1:pos:R:3:forces:R:3
O 2.0603 1.4274 -1.5502 0.3041 -0.7476 -0.4978
C 0.6499 1.2245 -1.3921 0.4950 1.2104 -0.6502
C 0.3974 1.8395 -0.0452 -2.2183 -0.6225 -0.3077
O 0.8017 3.2012 -0.1733 0.1083 0.4985 0.7452
H 2.2606 2.3422 -1.2614 -0.4549 -0.6920 -0.2372
H 0.1601 1.8614 -2.1537 -0.2275 -0.4087 0.1411
H 0.3005 0.1856 -1.5470 0.7819 0.4157 0.2904
H -0.6780 1.8412 0.2175 0.3242 -0.2778 -0.0084
H 0.9186 1.1794 0.6747 0.2972 1.2944 0.0893
H 0.0711 3.7127 -0.5796 0.6043 -0.6492 0.4196
O 0.7105 -2.7937 0.3389 1.0694 -0.4362 0.5953
C -0.0437 -1.9557 1.1923 -2.0122 -0.1632 -0.2317
C -1.2962 -1.7485 0.3519 -0.4017 0.0006 -0.0030
O -2.2075 -0.7711 0.8725 0.9660 -0.1136 0.4151
H 0.2781 -3.6729 0.3205 0.4061 0.8356 0.1226
H -0.3136 -2.4340 2.1535 0.3613 0.1528 -0.2902
H 0.3072 -0.9295 1.4138 1.0764 -0.7903 -0.3657
H -0.9107 -1.4838 -0.6515 -0.5053 0.0865 0.3574
H -1.7828 -2.7398 0.2747 -0.2354 0.5856 -0.0617
H -1.6835 -0.2861 1.5437 -0.7391 -0.1793 -0.5223
```
Forces are in eV/Å.

## Properties
2S+1   1
E_HOMO   -0.369 Ha
Energy above the lowest of the compared OMol25 structures with the same formula, charge and spin   2.604 eV
E_tot   -12530.488 eV
Lowest unoccupied orbital energy   0.0250 Eh

---

No. 3
Entry from the OMol25 dataset: 5 unconnected molecules or ions with the total composition C6H22NO5 in a non-equilibrium geometry (the ωB97M-V functional and the def2-TZVPD basis).

The geometry in XYZ format:
```
34
Properties=species:S:1:pos:R:3:forces:R:3
C -1.2829 -1.3217 -1.2708 0.9735 0.8353 -0.9648
N -2.0374 -0.2014 -0.7942 -0.7583 0.5393 1.5459
C -1.7543 0.1750 0.6448 -1.4461 -0.2992 -1.9570
C -1.9195 1.6670 0.9417 1.8387 0.6247 -1.3202
C -0.6469 2.4494 0.4270 0.2082 -0.9372 -0.6483
O -0.1584 1.9985 -0.8237 -0.0942 -0.9640 -0.5428
C -1.5902 -2.6042 -0.5160 -0.4059 -0.5066 0.4812
C -0.3050 -3.3676 -0.2710 0.4984 -0.6011 0.3762
H -1.4397 -1.3764 -2.3666 -0.0650 -0.3510 0.4631
H -0.1642 -1.1676 -1.1676 -0.8230 0.0910 0.0368
H -2.0898 0.6330 -1.3434 0.6942 -0.0523 -0.5775
H -2.5512 -0.3755 1.1213 0.1163 -0.1481 1.1239
H -0.7735 -0.2114 0.9153 0.1898 0.2412 0.3562
H -2.7690 2.1939 0.4551 0.0061 -0.9103 0.5317
H -1.8896 1.7738 2.0154 -0.5453 0.2554 0.4232
H -0.8960 3.4993 0.2202 0.0921 -0.0267 0.7088
H 0.1881 2.2920 1.1215 -0.4056 0.4974 0.3836
H -1.9793 -2.3381 0.4787 0.0350 0.0455 -0.3366
H -2.3718 -3.2837 -0.9093 0.2996 0.6268 -0.4206
H 0.4604 -3.2720 -1.0317 0.0098 0.5165 -0.4266
H -0.4527 -4.4496 -0.2633 -0.1478 -0.0347 0.6788
H 0.1449 -2.9778 0.6571 0.0502 -0.5496 -0.2770
H 2.1123 1.5493 -2.0619 0.2513 0.6173 -0.0950
H 1.7131 2.7965 -1.3663 -0.2747 0.1025 -0.3678
O 2.3104 2.5104 -2.0726 0.1677 -0.1884 -0.2629
H 2.8828 -0.4498 0.4150 1.0647 -0.3378 -0.4839
H 3.4119 -0.9162 1.7345 0.3569 0.0039 -0.2464
O 3.7127 -0.8614 0.8122 -0.7306 -0.1384 0.5194
H 2.5002 1.3207 -0.3212 0.0032 -0.1902 -0.1129
H 0.4995 1.1674 -0.7346 -0.5944 1.6804 0.6144
O 1.8641 0.5948 -0.3232 -0.0330 -0.5573 0.1511
H 1.7328 0.5364 1.1328 -0.7624 -0.0321 1.0441
H 1.9496 1.4506 2.3538 -0.1132 -0.3028 0.3234
O 1.5887 0.5666 2.1911 0.3437 0.4507 -0.7216
```
Forces are in eV/Å.

## Properties
Charge   -1
2S+1   1
E_HOMO   -0.185 Ha
Energy above the lowest of the compared OMol25 structures with the same formula, charge and spin   1.433 eV
E_tot   -18306.995 eV
Lowest unoccupied orbital energy   0.1326 Eh